The following is a quantum chemistry calculation of a 9-piece molecular cluster, C27H57N3O18 overall in a non-equilibrium geometry, from the Open Molecules 2025 dataset.

Geometry (Å):
C 1.58643 5.02834 4.08472
N 1.52488 4.34592 5.39438
O 2.32429 3.47501 5.63643
O 0.62627 4.68311 6.12781
H 0.63347 4.87352 3.57912
H 2.29572 4.58955 3.38748
H 1.79244 6.07493 4.28093
C -5.48100 3.32384 -2.07596
N -4.68690 3.87831 -0.93904
O -3.48317 3.81548 -1.00885
O -5.30595 4.36663 -0.02934
H -6.01158 4.20208 -2.43991
H -6.14618 2.57084 -1.66949
H -4.85728 2.90505 -2.85505
C -3.80934 -1.64505 -1.62323
N -4.45125 -0.35796 -1.91287
O -5.08220 -0.27048 -2.94691
O -4.47593 0.47404 -1.04493
H -4.55083 -2.43145 -1.75066
H -3.35344 -1.58800 -0.64468
H -3.06815 -1.89374 -2.38070
O -3.31517 1.34952 3.66514
C -3.99301 0.36380 3.47298
O -4.53279 -0.38836 4.41782
C -4.37708 -0.02000 5.79361
C -5.01787 -1.02883 6.71004
C -4.38566 -0.00307 2.05815
H -4.82922 0.97325 5.89021
H -3.32255 0.20088 5.97508
H -6.03594 -1.23234 6.37544
H -4.95727 -0.60859 7.71413
H -4.55945 -2.01697 6.77839
H -4.76709 -1.02624 2.12904
H -3.50079 0.08431 1.44219
H -5.25224 0.60133 1.80113
O 3.32939 -2.13791 -3.07896
C 3.74353 -3.26521 -2.96692
O 3.98215 -4.09199 -3.98743
C 3.95934 -3.54026 -5.29366
C 4.58712 -4.55618 -6.25333
C 3.85803 -3.97306 -1.66428
H 4.41767 -2.55772 -5.41517
H 2.90641 -3.38511 -5.56433
H 4.83883 -4.06316 -7.18936
H 3.99622 -5.46596 -6.27207
H 5.56603 -4.79449 -5.82374
H 3.41437 -3.48636 -0.80007
H 4.89368 -4.17792 -1.37627
H 3.41802 -4.96962 -1.74242
O 5.41158 -1.73070 2.02312
C 6.19288 -1.10905 1.34134
O 5.82516 -0.23909 0.40175
C 4.51879 0.35933 0.43991
C 4.30966 1.24865 1.64727
C 7.68480 -1.40112 1.36847
H 3.77138 -0.43680 0.43545
H 4.45775 0.84923 -0.52959
H 4.83621 2.20279 1.64551
H 4.62542 0.66442 2.51157
H 3.24914 1.50229 1.69946
H 8.00424 -1.75661 0.39131
H 7.75163 -2.19838 2.10157
H 8.21222 -0.48999 1.64232
O -1.65576 1.60366 -6.69289
C -1.44044 1.18518 -5.58214
O -1.19369 -0.09350 -5.31836
C -1.17126 -1.01628 -6.40533
C -2.56888 -1.62045 -6.49522
C -1.33151 2.06224 -4.36274
H -0.43754 -1.81731 -6.30683
H -0.85150 -0.60760 -7.36519
H -2.71144 -2.38805 -5.73498
H -2.69397 -2.13641 -7.45617
H -3.41641 -0.93793 -6.50149
H -1.67515 1.48331 -3.50358
H -1.94537 2.95318 -4.43712
H -0.27550 2.31271 -4.26829
O -1.14373 -0.64615 4.94974
C -0.11945 -0.07348 4.69051
O 0.52509 -0.23770 3.52518
C -0.01194 -1.10953 2.53988
C 1.12033 -1.67849 1.72673
C 0.64737 0.78105 5.64761
H -0.77722 -0.57077 1.96680
H -0.67970 -1.83304 3.02150
H 0.86353 -2.37347 0.92425
H 1.82196 -2.23912 2.34537
H 1.66481 -0.87764 1.22101
H 0.38224 1.83178 5.53343
H 1.72319 0.75013 5.48815
H 0.41287 0.45705 6.65739
O -1.18749 -0.24920 -1.35004
C -0.13090 0.32152 -1.20738
O 0.08516 1.38225 -0.44347
C -0.95419 2.11539 0.23075
C -0.63014 2.33733 1.67374
C 1.15427 -0.21172 -1.78003
H -1.83470 1.46299 0.16395
H -1.22158 3.01912 -0.31408
H -0.10994 1.47249 2.09227
H -1.57151 2.41362 2.21816
H 0.06876 3.16935 1.78754
H 1.84047 0.57331 -2.09172
H 0.85749 -0.68418 -2.71856
H 1.63753 -0.95432 -1.15243

Values from the calculation:
**Total energy**: -70241.247 eV
**HOMO-LUMO gap**: 10.107 eV
**Relative energy (zero: lowest compared OMol25 entry of this formula, charge and spin)**: 10.86 kcal/mol
**Total charge**: 0
**Spin multiplicity**: 1
**LUMO energy**: 0.24 eV


The following is a quantum chemistry calculation of a 6-piece molecular cluster, C37H83F2O24P5SSi overall in a non-equilibrium geometry, from the Open Molecules 2025 dataset.

Geometry (Å):
C -2.47026 -1.76456 -2.59972
O -3.15937 -2.66967 -1.76026
C -3.09793 -2.30918 -0.39542
C -1.71075 -2.44054 0.24163
C -1.52493 -3.69433 1.11579
C -1.90139 -5.01827 0.46138
C -1.16958 -5.29444 -0.86968
C 0.31034 -5.54190 -0.61991
C 1.24652 -5.42787 -1.83681
C 0.82822 -4.44269 -2.93746
C 2.04319 -3.80906 -3.66736
C 2.25632 -2.33630 -3.38613
O 2.00151 -1.88023 -2.03119
S 3.19814 -2.00349 -0.97000
O 4.17136 -2.92517 -1.48901
O 2.23869 -2.88912 0.08079
C 2.62928 -2.84725 1.41687
F 3.97542 -2.84710 1.51036
F 2.21874 -4.02377 1.93447
C 2.00325 -1.69794 2.15628
C 2.05106 -1.80076 3.68935
Si 3.63988 -1.15661 4.49309
C 3.26987 -0.92832 6.32886
C 5.07423 -2.36279 4.38656
C 4.05135 0.51098 3.73219
C 5.00481 0.60842 2.70272
C 5.31401 1.84349 2.13295
C 4.68380 2.99987 2.59871
C 3.73298 2.92714 3.60662
C 3.42468 1.69177 4.16850
H -2.55793 -0.73680 -2.25059
H -2.88058 -1.88023 -3.59684
H -1.40932 -2.02547 -2.66168
H -3.47716 -1.29361 -0.26434
H -3.77973 -2.97871 0.12249
H -1.52502 -1.56957 0.86864
H -0.92973 -2.44340 -0.51742
H -2.12566 -3.54268 2.01444
H -0.48789 -3.69454 1.44394
H -2.97415 -5.04884 0.28732
H -1.63787 -5.81906 1.15346
H -1.35209 -4.43394 -1.50311
H -1.66074 -6.15694 -1.31484
H 0.68994 -4.91942 0.17751
H 0.39507 -6.56631 -0.25187
H 2.21210 -5.08811 -1.46237
H 1.44387 -6.39324 -2.29694
H 0.21995 -3.63579 -2.54133
H 0.24595 -4.98814 -3.67336
H 1.84705 -3.87716 -4.73460
H 2.92630 -4.40188 -3.45358
H 3.24877 -2.01711 -3.69047
H 1.55819 -1.76786 -3.99206
H 0.96223 -1.68176 1.84327
H 2.43718 -0.75590 1.82796
H 1.22960 -1.19547 4.06835
H 1.86779 -2.81547 4.03696
H 4.14748 -0.47066 6.78197
H 3.11702 -1.89623 6.79972
H 2.40355 -0.29586 6.49179
H 4.73351 -3.34089 4.71054
H 5.52558 -2.41548 3.40203
H 5.84420 -1.98875 5.05940
H 5.50488 -0.27958 2.34043
H 6.04393 1.91986 1.34138
H 4.93954 3.95197 2.15904
H 3.24237 3.81270 3.97761
H 2.69284 1.62190 4.96066
C 6.76627 -9.80039 -3.62671
O 6.40308 -8.63345 -4.37196
P 4.94673 -8.00935 -4.20405
O 4.74460 -6.82722 -5.03412
O 4.74998 -7.81046 -2.64914
C 5.57189 -6.82774 -1.99944
O 3.95045 -9.21194 -4.45823
C 3.67085 -9.54626 -5.82515
H 7.65735 -9.57275 -3.04402
H 5.97109 -10.12055 -2.95453
H 6.99096 -10.60468 -4.32509
H 5.90068 -6.06036 -2.69975
H 6.43803 -7.31793 -1.55436
H 4.97595 -6.36364 -1.21858
H 3.45524 -10.61105 -5.86239
H 4.52104 -9.32851 -6.47168
H 2.80392 -8.98478 -6.16683
C 8.73281 6.91829 3.59346
O 7.36359 6.50991 3.68878
P 6.70389 6.27048 5.12420
O 5.30892 5.86251 5.01138
O 6.99732 7.59984 5.92406
C 6.35456 8.79803 5.46116
O 7.67112 5.26250 5.85897
C 7.52390 3.86983 5.53048
H 8.77625 7.84881 3.02962
H 9.18228 7.07229 4.57358
H 9.29026 6.14998 3.06043
H 5.43774 8.57339 4.91649
H 7.03926 9.35017 4.81768
H 6.11390 9.39958 6.33270
H 8.49841 3.40382 5.65033
H 7.18214 3.73384 4.50395
H 6.81048 3.40990 6.21084
C -8.87863 1.15759 -3.04752
O -7.67683 1.11070 -2.26446
P -6.28032 0.83308 -2.97259
O -5.16515 0.82556 -2.02971
O -6.18655 1.89383 -4.14350
C -6.07999 3.27246 -3.76994
O -6.49062 -0.49284 -3.80400
C -6.40170 -1.73172 -3.07621
H -9.36240 2.11844 -2.88397
H -8.67968 1.03432 -4.11118
H -9.54521 0.36510 -2.71450
H -5.64601 3.38235 -2.77614
H -7.06851 3.73178 -3.79284
H -5.43788 3.76245 -4.49665
H -7.04671 -2.44838 -3.57804
H -6.73345 -1.61013 -2.04499
H -5.37483 -2.09130 -3.08238
C 1.49217 5.39966 1.31628
O 1.80992 6.77186 1.58133
P 2.56162 7.63769 0.47849
O 2.80547 9.00513 0.92329
O 1.71110 7.46702 -0.84552
C 0.39359 8.03097 -0.85409
O 3.83375 6.79179 0.07309
C 4.97052 6.87188 0.94591
H 0.41840 5.26602 1.43775
H 1.77905 5.10093 0.30866
H 2.01557 4.77421 2.03720
H 0.30975 8.85571 -0.14646
H -0.33388 7.25779 -0.60598
H 0.19934 8.39990 -1.85732
H 5.50142 5.92518 0.88781
H 4.67165 7.04763 1.97981
H 5.62717 7.67465 0.61595
C -13.32365 3.40132 0.59168
O -12.77327 2.87477 -0.62149
P -13.58046 3.01704 -1.98704
O -12.86422 2.42801 -3.11319
O -13.93477 4.55381 -2.10349
C -12.84517 5.46788 -2.28413
O -15.01733 2.43331 -1.68351
C -15.16331 1.00543 -1.72123
H -12.60884 4.10373 1.01682
H -14.27120 3.91140 0.42305
H -13.47727 2.58055 1.28972
H -11.98838 4.97803 -2.74650
H -12.55545 5.88265 -1.31857
H -13.19082 6.26869 -2.93150
H -15.95392 0.74088 -1.02403
H -14.24198 0.50208 -1.42799
H -15.44153 0.69507 -2.72596

Values from the calculation:
**Total energy**: -159459.614 eV
**HOMO-LUMO gap**: 9.759 eV
**Total charge**: 0
**Spin multiplicity**: 1
**LUMO energy**: 0.49 eV


The following is a quantum chemistry calculation of C17H19AsKN2O3 as an isolated structure, from the Open Molecules 2025 dataset.

Geometry (Å):
K -0.08012 -0.03493 0.20916
O 0.49168 -1.60296 4.77445
C 0.30753 -0.47949 5.48584
C 0.58372 -0.49569 6.85374
C 0.39162 0.63996 7.61917
C -0.08242 1.80988 7.03387
C -0.36535 1.82181 5.67688
C -0.18027 0.69410 4.88359
C -0.49160 0.70935 3.41530
O -0.11505 -0.31865 2.71730
N -1.11406 1.75941 2.97184
N -1.31638 1.76690 1.58540
C -2.29887 2.50344 1.23363
C -2.76925 2.79834 -0.12242
C -3.74370 3.80213 -0.20863
C -4.28132 4.23998 -1.39972
C -3.82469 3.64165 -2.58422
C -2.88372 2.64470 -2.54552
C -2.31630 2.15119 -1.32391
O -1.47334 1.19701 -1.35965
H 0.26127 -1.32155 3.83227
H 0.94897 -1.41632 7.29212
H 0.61369 0.61184 8.67987
H -0.23291 2.69985 7.63161
H -0.74486 2.71377 5.19730
H -2.86759 2.99557 2.03123
H -4.07605 4.25536 0.72156
H -5.02889 5.02245 -1.41741
H -4.22226 3.97081 -3.53934
H -2.53145 2.17507 -3.45702
C 5.30166 -0.02890 0.52695
As 3.34973 -0.22174 0.55273
C 2.93757 1.47808 1.44119
C 3.20066 -1.33282 2.15285
H 5.64615 0.28447 1.51342
H 5.58676 0.72033 -0.21071
H 5.77422 -0.97460 0.26456
H 3.39023 1.49909 2.43348
H 1.85722 1.57008 1.55574
H 3.30560 2.32321 0.86092
H 3.85041 -0.94984 2.94135
H 3.45251 -2.37355 1.95199
H 2.16958 -1.27902 2.50145

Values from the calculation:
**Total energy**: -104226.238 eV
**HOMO-LUMO gap**: 5.913 eV
**Relative energy (zero: lowest compared OMol25 entry of this formula, charge and spin)**: 0.00 kcal/mol
**Total charge**: -1
**Spin multiplicity**: 1
**LUMO energy**: 2.24 eV